The following is a quantum chemistry calculation of an isolated ion of composition C7H11N2S and charge +1 at a distorted geometry, from OMol25.

Geometry as ORCA input:
```
! RIJCOSX wB97M-V def2-TZVPD def2/J DEFGRID3
* xyz 1 1
C 1.52 1.18 0.54
C 2.79 1.58 0.32
C 2.11 -0.21 -1.26
C 1.10 0.15 -0.42
C -0.21 -0.40 -0.52
C -0.78 -0.68 1.93
C -2.40 -0.69 0.19
N -1.02 -0.66 0.47
N -0.71 -0.47 -1.92
S 3.52 0.62 -0.98
H 0.88 1.79 1.15
H 3.26 2.55 0.35
H 1.93 -0.68 -2.18
H 0.17 -0.33 2.32
H -1.54 -0.11 2.33
H -0.74 -1.72 2.20
H -3.03 -0.85 1.05
H -2.66 0.28 -0.29
H -2.60 -1.39 -0.62
H 0.02 -0.09 -2.59
H -1.61 0.14 -2.07
*
```

LUMO level (eV): -4.091
HOMO (eV): -13.10

natural (NBO) population analysis, charges in e, atoms 1 to 6: atom 1 (C): -0.24, atom 2 (C): -0.35, atom 3 (C): -0.36, atom 4 (C): -0.22, atom 5 (C): 0.58, atom 6 (C): -0.41


The following is a quantum chemistry calculation of an isolated ion of composition C7H11N4 and charge +1 at a distorted geometry, from OMol25.

Geometry as ORCA input:
```
! RIJCOSX wB97M-V def2-TZVPD def2/J DEFGRID3
* xyz 1 1
C 0.22 -1.78 1.49
C 0.41 -0.52 0.55
N 1.58 -0.72 -0.36
C 0.51 0.83 1.31
C 0.33 2.10 0.46
C -0.42 2.14 -0.68
C -1.07 1.00 -1.25
N -1.88 0.67 -2.23
N -2.20 -0.65 -2.05
N -1.54 -1.24 -1.08
C -0.69 -0.48 -0.52
H 0.02 -2.57 0.94
H -0.47 -1.43 2.17
H 1.20 -1.86 1.88
H 2.43 -0.59 0.19
H 1.68 -0.03 -1.04
H 1.29 -1.61 -0.77
H 1.41 0.89 1.86
H -0.18 0.93 2.12
H 0.70 3.14 0.86
H -0.61 3.06 -1.23
H -2.71 -1.29 -2.63
*
```

LUMO level (eV): -3.500
HOMO (eV): -12.51

natural (NBO) population analysis, charges in e, atoms 1 to 6: atom 1 (C): -0.57, atom 2 (C): 0.12, atom 3 (N): -0.68, atom 4 (C): -0.48, atom 5 (C): -0.16, atom 6 (C): -0.26


The following is a quantum chemistry calculation of a 2-piece molecular cluster, C7H11N4 overall at a distorted geometry, from OMol25.

Geometry as ORCA input:
```
! RIJCOSX wB97M-V def2-TZVPD def2/J DEFGRID3
* xyz 1 3
C 0.07 -4.28 -2.95
C 0.52 -3.45 -1.94
C -1.58 -2.96 -2.67
C 0.28 0.60 2.76
C 0.56 1.62 1.72
C -0.70 -1.73 -0.73
C 0.45 2.25 -0.61
N -1.18 -3.97 -3.35
N -0.55 -2.59 -1.70
N 0.22 1.37 0.50
N -0.97 -1.00 0.14
H 0.69 -5.07 -3.35
H 1.37 -3.27 -1.33
H -2.54 -2.64 -2.90
H -0.67 0.89 3.25
H 0.23 -0.34 2.18
H 0.98 2.56 1.96
H -0.60 2.53 -1.10
H 1.10 3.19 -0.22
H 1.02 1.65 -1.36
H -0.24 0.38 0.32
H 1.23 0.85 3.43
*
```

LUMO level (alpha / beta) (eV): -3.532 / -5.981
⟨S²⟩: 2.019
HOMO (alpha / beta) (eV): -9.08 / -14.23

natural (NBO) population analysis, charges in e, atoms 1 to 6: atom 1 (C): 0.07, atom 2 (C): 0.00, atom 3 (C): 0.20, atom 4 (C): -0.69, atom 5 (C): 0.29, atom 6 (C): 0.53


The following is a quantum chemistry calculation of an isolated ion of composition C7H11N4O2 and charge +1 at a distorted geometry, from OMol25.

Geometry as ORCA input:
```
! RIJCOSX wB97M-V def2-TZVPD def2/J DEFGRID3
* xyz 1 1
C -0.32 1.73 1.80
C -1.61 1.11 1.47
C 0.94 1.16 1.84
C 0.88 -0.19 2.01
C -1.10 -0.64 -0.32
C 0.81 -0.72 -2.99
C -0.74 -0.43 -2.68
N -1.82 0.04 0.73
N 2.12 1.78 1.86
N -1.22 0.04 -1.44
N 0.67 -1.29 1.74
O -0.54 -1.72 0.07
O 0.83 -2.52 2.02
H -0.42 2.78 2.16
H -2.47 1.40 2.00
H 0.93 -0.74 -4.02
H 1.53 -0.04 -2.56
H 1.00 -1.72 -2.65
H -0.91 0.35 -3.42
H -1.16 -1.32 -3.09
H -2.78 -0.21 0.75
H 2.01 2.82 1.62
H 3.01 1.26 1.87
H 0.37 -2.94 1.22
*
```

LUMO level (eV): -5.871
HOMO (eV): -12.04

natural (NBO) population analysis, charges in e, atoms 1 to 6: atom 1 (C): -0.36, atom 2 (C): 0.24, atom 3 (C): 0.17, atom 4 (C): 0.38, atom 5 (C): 0.65, atom 6 (C): -0.60


The following is a quantum chemistry calculation of an isolated ion of composition C7H11N4O2 and charge +1 at a distorted geometry, from OMol25.

Geometry as ORCA input:
```
! RIJCOSX wB97M-V def2-TZVPD def2/J DEFGRID3
* xyz 1 3
C 3.84 1.36 0.01
C 2.49 1.18 0.50
C 1.66 -0.07 0.26
C -0.60 -0.99 0.96
C -0.48 1.18 -0.03
C -1.70 -1.35 0.05
C -1.63 0.81 -1.00
N 4.96 1.39 -0.36
N 0.26 0.03 0.39
N 2.16 -1.30 -0.15
N -2.50 -0.12 -0.37
O 3.31 -1.69 -0.01
O 1.27 -2.11 -0.38
H 1.94 2.05 0.74
H -0.97 -0.47 1.90
H 0.01 -1.78 1.26
H 0.17 1.82 -0.64
H -0.82 1.72 0.82
H -1.27 -1.71 -0.98
H -2.34 -2.13 0.52
H -2.33 1.77 -1.26
H -1.32 0.57 -2.02
H -3.40 -0.37 -0.81
H -2.69 0.22 0.58
*
```

LUMO level (alpha / beta) (eV): -3.846 / -6.446
⟨S²⟩: 2.025
HOMO (alpha / beta) (eV): -11.17 / -13.48

natural (NBO) population analysis, charges in e, atoms 1 to 6: atom 1 (C): 0.18, atom 2 (C): -0.20, atom 3 (C): 0.31, atom 4 (C): -0.25, atom 5 (C): -0.25, atom 6 (C): -0.25


The following is a quantum chemistry calculation of the molecule C7H11N5O2 at a distorted geometry, from OMol25.

Geometry as ORCA input:
```
! RIJCOSX wB97M-V def2-TZVPD def2/J DEFGRID3
* xyz 0 1
C 2.82 0.89 1.18
C 3.56 1.42 -0.18
O 3.09 0.80 -1.43
C 1.80 0.06 -1.20
N 1.97 -1.35 -1.01
N 0.86 -1.99 -0.77
C -0.31 -1.16 -0.80
C -1.74 -1.98 -0.50
C -3.02 -0.98 -0.30
C -2.93 -0.05 1.09
N -3.26 1.44 0.93
O -2.53 -0.63 2.22
N -0.48 0.24 -1.03
N 0.64 0.89 -1.22
H 3.44 1.35 2.09
H 1.72 1.30 1.33
H 2.89 -0.29 1.34
H 4.71 1.16 -0.09
H 3.52 2.61 -0.26
H -1.94 -2.80 -1.34
H -1.59 -2.55 0.53
H -3.19 -0.23 -1.20
H -4.00 -1.65 -0.19
H -3.75 1.61 0.00
H -2.31 1.89 0.80
*
```

LUMO level (eV): -1.152
HOMO (eV): -10.12

natural (NBO) population analysis, charges in e, atoms 1 to 6: atom 1 (C): -0.70, atom 2 (C): -0.08, atom 3 (O): -0.53, atom 4 (C): 0.57, atom 5 (N): -0.17, atom 6 (N): -0.17